Record 1
Here is a structure of composition C39H63CaFNOP2 in a non-equilibrium geometry from OMol25. Energies are from ωB97M-V with the def2-TZVPD basis set.

```
! wB97M-V def2-TZVPD RIJCOSX def2/J DEFGRID3
* xyz 1 1
Ca 12.39 12.35 9.63
C 12.60 10.96 6.43
C 12.59 9.46 6.86
C 12.32 8.63 5.57
C 11.67 8.99 7.99
C 11.74 7.61 8.25
C 10.79 6.95 9.04
C 9.80 7.67 9.69
C 9.75 9.06 9.59
C 8.67 9.79 10.36
C 7.26 9.57 9.78
C 8.64 9.45 11.85
C 10.69 9.75 8.72
N 10.68 11.13 8.64
C 9.70 11.84 8.00
C 8.81 11.33 7.00
C 7.91 12.15 6.33
C 7.82 13.52 6.62
C 8.66 14.05 7.62
C 9.55 13.22 8.28
F 10.32 13.80 9.30
H 13.16 10.99 5.47
H 13.10 11.61 7.16
H 11.57 11.30 6.24
H 13.62 9.21 7.19
H 11.24 8.76 5.27
H 12.52 7.56 5.72
H 12.93 9.01 4.74
H 12.53 7.05 7.77
H 10.83 5.87 9.12
H 9.03 7.18 10.30
H 8.87 10.87 10.24
H 6.88 8.54 9.96
H 7.24 9.78 8.70
H 6.56 10.28 10.27
H 8.28 8.42 12.02
H 7.94 10.14 12.37
H 9.65 9.54 12.30
H 8.88 10.27 6.76
H 7.29 11.71 5.54
H 7.08 14.16 6.15
H 8.65 15.11 7.87
C 12.58 12.57 13.86
P 11.81 13.23 12.33
C 11.81 15.07 12.56
C 10.05 12.84 12.63
H 12.09 13.01 14.76
H 13.66 12.84 13.91
H 12.49 11.48 13.93
H 11.17 15.30 13.43
H 11.39 15.55 11.66
H 12.84 15.42 12.75
H 9.70 13.38 13.52
H 9.94 11.76 12.84
H 9.42 13.10 11.76
O 14.40 12.79 9.00
P 15.36 13.97 8.56
C 16.04 13.58 6.90
C 16.20 12.06 6.64
C 17.59 11.50 6.97
C 18.73 12.33 6.38
C 18.61 13.81 6.73
C 17.24 14.39 6.41
C 16.77 14.03 9.80
C 16.41 13.40 11.15
C 15.75 14.36 12.16
C 16.57 15.64 12.34
C 16.95 16.32 11.01
C 17.57 15.33 9.99
C 14.40 15.57 8.52
C 15.00 16.80 7.79
C 14.55 16.94 6.34
C 13.06 16.69 6.05
C 12.58 15.42 6.70
C 12.88 15.51 8.19
H 15.21 13.91 6.25
H 15.99 11.91 5.57
H 15.46 11.51 7.23
H 17.64 10.47 6.57
H 17.75 11.43 8.07
H 18.67 12.24 5.26
H 19.72 11.95 6.70
H 19.35 14.40 6.13
H 18.88 13.97 7.81
H 17.17 14.49 5.31
H 17.18 15.42 6.81
H 17.47 13.33 9.30
H 17.33 13.00 11.62
H 15.76 12.51 11.01
H 15.69 13.84 13.12
H 14.72 14.61 11.80
H 17.52 15.38 12.90
H 16.02 16.36 12.99
H 17.69 17.13 11.22
H 16.07 16.82 10.57
H 18.59 15.04 10.34
H 17.73 15.84 9.03
H 14.44 15.84 9.62
H 16.10 16.84 7.85
H 14.65 17.70 8.36
H 15.14 16.24 5.69
H 14.79 17.97 6.03
H 12.95 16.66 4.94
H 12.48 17.57 6.43
H 13.06 14.51 6.26
H 11.49 15.30 6.62
H 12.40 14.70 8.73
H 12.42 16.46 8.56
*
```

Values from the calculation:
Relative energy (zero: lowest compared OMol25 entry of this formula, charge and spin): 0.00 kcal/mol

=====

Record 2
Here is a cluster of 3 separate species, C39H63ClFNO11PSi4 in total in a non-equilibrium geometry from OMol25. Energies are from ωB97M-V with the def2-TZVPD basis set.

```
! wB97M-V def2-TZVPD RIJCOSX def2/J DEFGRID3
* xyz -1 1
C 3.83 -5.52 2.68
C 3.19 -4.75 1.81
C 1.67 -4.74 1.79
C 1.05 -3.39 1.49
C 1.54 -2.23 2.10
O 2.61 -2.24 2.96
C 2.32 -2.78 4.25
C 1.41 -1.83 5.04
C 0.87 -2.61 6.26
O 2.21 -0.78 5.54
C 0.97 -0.98 1.87
C 1.58 0.25 2.58
O 0.94 0.79 3.51
O 2.70 0.56 2.15
C -0.12 -0.86 1.02
Cl -0.82 0.72 0.82
C -0.61 -2.00 0.37
C -0.03 -3.25 0.60
C -0.61 -4.39 -0.14
O 0.00 -5.36 -0.53
C -2.07 -4.32 -0.46
C -2.81 -5.49 -0.57
C -4.14 -5.46 -0.90
N -4.90 -6.63 -1.05
C -4.88 -7.47 -0.09
C -5.06 -7.11 1.37
C -4.72 -8.94 -0.38
C -4.76 -4.21 -1.13
C -6.22 -4.22 -1.52
C -6.47 -4.10 -3.04
F -5.33 -3.76 -3.75
C -4.04 -3.01 -1.03
C -4.73 -1.70 -1.32
P -4.96 -0.76 0.23
O -4.82 -1.67 1.39
O -6.47 -0.20 0.19
O -3.96 0.46 0.31
C -2.68 -3.09 -0.68
C -1.77 -1.90 -0.58
O -1.97 -0.92 -1.26
H 3.29 -6.30 3.21
H 4.87 -5.36 2.93
H 3.78 -4.12 1.16
H 1.35 -5.03 2.79
H 1.33 -5.52 1.12
H 1.95 -3.80 4.24
H 3.27 -2.80 4.78
H 0.61 -1.45 4.41
H 0.06 -2.08 6.74
H 1.72 -2.76 6.92
H 0.56 -3.60 5.93
H 1.84 0.05 5.21
H -2.30 -6.43 -0.41
H -5.96 -7.65 1.69
H -4.22 -7.44 1.98
H -5.28 -6.06 1.49
H -4.27 -9.11 -1.35
H -4.21 -9.44 0.44
H -5.73 -9.39 -0.42
H -6.71 -5.09 -1.11
H -6.69 -3.35 -1.05
H -7.22 -3.33 -3.22
H -6.86 -5.03 -3.45
H -4.16 -1.11 -2.03
H -5.71 -1.84 -1.76
H -6.88 -0.35 1.05
H -3.50 0.46 1.16
O 1.91 6.59 2.33
Si 2.17 4.97 2.62
C 3.85 4.72 3.39
C 2.11 4.01 1.02
C 0.87 4.27 3.75
Si 2.59 7.81 1.49
C 1.65 9.40 1.72
C 2.61 7.40 -0.34
C 4.36 8.09 2.05
H 4.65 4.98 2.70
H 3.98 3.67 3.67
H 3.96 5.33 4.29
H 1.17 4.19 0.49
H 2.18 2.94 1.23
H 2.94 4.29 0.36
H -0.13 4.37 3.32
H 0.88 4.77 4.73
H 1.06 3.20 3.91
H 0.61 9.30 1.38
H 2.12 10.20 1.14
H 1.63 9.71 2.77
H 3.26 6.55 -0.54
H 2.97 8.25 -0.93
H 1.61 7.14 -0.69
H 4.98 7.23 1.81
H 4.40 8.25 3.13
H 4.78 8.96 1.55
O 2.44 2.05 -4.57
Si 1.50 2.13 -3.20
C -0.20 1.43 -3.56
C 1.32 3.90 -2.64
C 2.26 1.16 -1.80
Si 2.42 2.61 -6.11
C 3.92 2.02 -7.06
C 2.41 4.48 -6.12
C 0.89 2.00 -7.00
H -0.74 2.05 -4.27
H -0.79 1.38 -2.64
H -0.13 0.42 -3.97
H 2.30 4.36 -2.50
H 0.78 3.93 -1.69
H 0.76 4.50 -3.36
H 3.24 1.55 -1.53
H 2.36 0.10 -2.06
H 1.62 1.23 -0.91
H 4.84 2.37 -6.59
H 3.89 2.41 -8.08
H 3.95 0.93 -7.11
H 1.48 4.87 -5.69
H 2.50 4.86 -7.14
H 3.24 4.87 -5.53
H -0.02 2.43 -6.56
H 0.81 0.91 -6.95
H 0.92 2.29 -8.06
*
```

=====

no.,Kohn-Sham gap (eV),HOMO energy (eV)
1,6.9,-9.14
2,7.1,-5.58